(1)
Molecular formula: C5H6N
Method: DFT, wB97M-V/def2-TZVPD

The max |F| comes out at 3.7 eV/Å. The calculation puts the HOMO-LUMO gap (spin up / spin down) at 7.513 / 7.511 eV. The value obtained for the HOMO energy (spin up / spin down) is -0.5124 / -0.5124 Ha. As for the total charge: +1. Its multiplicity is 1.

```
12
Properties=species:S:1:pos:R:3:forces:R:3
C -2.175 -0.434 0.493 3.053 1.695 0.290
C -0.535 0.204 0.900 -3.473 -0.902 -0.953
C -0.404 -0.338 -1.222 -0.523 -0.542 -0.644
C -1.620 -0.596 -0.641 0.571 -0.247 0.296
C 1.674 0.406 -0.086 1.434 -0.008 -0.058
N 0.278 0.089 -0.147 -0.715 0.077 0.551
H -2.951 -0.567 1.199 -0.333 -0.144 0.512
H -0.319 0.229 1.949 0.191 -0.277 0.257
H -0.071 -0.427 -2.230 0.201 0.206 -0.262
H 2.255 -0.518 -0.064 -0.091 0.040 0.021
H 1.975 0.974 -0.965 -0.151 0.076 0.072
H 1.893 0.978 0.815 -0.164 0.025 -0.081
```
Forces are in eV/Å.

=====

(2)
Molecular formula: C5H7F3N2
Method: DFT, wB97M-V/def2-TZVPD

The max |F| comes out at 3.2 eV/Å. The calculation puts the HOMO-LUMO gap at 10.109 eV. The value obtained for the HOMO energy is -0.3445 Ha. The structure (SMILES) is CN(C)[C@@H](C#N)C(F)(F)F. Its multiplicity is 1.

```
17
Properties=species:S:1:pos:R:3:forces:R:3
C 0.499 0.690 -0.803 0.023 -0.070 -0.098
N -0.500 0.216 0.126 -0.050 -0.127 0.046
C 0.040 -0.336 1.352 0.067 0.006 0.034
C -1.599 -0.491 -0.455 -2.249 2.287 0.459
C -1.760 -1.869 -0.052 0.154 -0.146 -0.135
N -1.828 -2.962 0.273 -0.111 -0.613 0.210
C -3.011 0.339 -0.019 1.774 -1.222 -0.813
F -4.061 -0.131 -0.697 -0.073 -0.121 -0.075
F -3.267 0.223 1.280 0.096 -0.044 0.183
F -2.875 1.630 -0.308 0.106 0.012 -0.052
H 0.014 1.245 -1.604 0.064 0.021 -0.050
H 1.160 1.369 -0.270 0.069 0.056 -0.048
H 1.105 -0.119 -1.235 0.030 0.008 -0.018
H -0.775 -0.625 2.012 0.058 -0.009 0.083
H 0.684 -1.209 1.178 -0.030 -0.005 0.038
H 0.626 0.439 1.844 0.012 -0.032 0.064
H -1.598 -0.431 -1.549 0.059 0.000 0.173
```
Forces are in eV/Å.

=====

(3)
Molecular formula: C2H13N2O3
Method: DFT, wB97M-V/def2-TZVPD

The max |F| comes out at 2.6 eV/Å. The calculation puts the HOMO-LUMO gap at 11.466 eV. The value obtained for the HOMO energy is -0.5310 Ha. As for the total charge: +1. Its multiplicity is 1.

```
20
Properties=species:S:1:pos:R:3:forces:R:3
C 2.856 -0.500 1.025 1.028 1.061 -2.124
N -0.776 -0.876 1.312 -1.112 -0.224 -0.520
C 0.396 -0.405 0.970 0.121 -0.856 -0.684
N 1.529 -1.017 1.208 0.084 -0.712 0.930
H 2.833 0.281 0.252 -0.296 0.205 0.431
H 3.500 -1.211 0.504 -0.181 -0.462 0.532
H 3.378 -0.093 1.885 -0.409 -0.218 0.406
H -0.964 -1.818 1.636 0.648 0.158 0.438
H -1.587 -0.529 0.781 0.300 0.443 0.256
H 0.403 0.448 0.300 0.060 0.355 0.461
H 1.513 -1.942 1.632 -0.322 0.296 0.123
H -1.770 0.524 -1.796 -0.025 -0.629 0.572
H -1.358 -0.965 -1.603 -0.321 0.776 0.208
O -1.676 -0.176 -1.116 0.469 -0.159 -1.269
H -3.957 1.186 1.242 0.097 1.173 0.580
H -4.497 -0.098 0.846 -0.019 -0.439 -0.328
O -3.725 0.455 0.690 -0.092 -0.732 -0.072
H 1.978 1.928 -3.502 0.911 0.098 -0.778
H 0.729 2.803 -3.277 0.296 -0.115 -0.098
O 1.194 2.008 -2.990 -1.238 -0.019 0.937
```
Forces are in eV/Å.

=====

(4)
Molecular formula: C2H3ClS2
Method: DFT, wB97M-V/def2-TZVPD

The max |F| comes out at 2.8 eV/Å. The calculation puts the HOMO-LUMO gap (spin up / spin down) at 7.037 / 8.033 eV. The value obtained for the HOMO energy (spin up / spin down) is -0.3307 / -0.3342 Ha. Its multiplicity is 1.

```
8
Properties=species:S:1:pos:R:3:forces:R:3
C -0.099 -0.461 -0.277 1.620 -1.402 1.830
C 0.963 0.388 0.253 -2.190 1.675 -0.384
S 0.010 -2.025 0.355 -0.463 0.777 -0.731
S -1.278 0.147 -1.384 -1.431 -1.056 0.212
Cl 1.191 1.958 -0.575 0.128 -1.141 0.733
H 1.750 0.069 0.929 -0.173 -0.110 -0.427
H -0.279 0.814 1.869 0.843 -0.074 -0.948
H -2.259 -0.890 -1.169 1.666 1.331 -0.286
```
Forces are in eV/Å.

=====

(5)
Molecular formula: C19H25N5O2Zn
Method: DFT, wB97M-V/def2-TZVPD

The max |F| comes out at 0.3 eV/Å. The calculation puts the HOMO-LUMO gap at 8.927 eV. The value obtained for the HOMO energy is -0.3065 Ha. Its multiplicity is 1.

```
52
Properties=species:S:1:pos:R:3:forces:R:3
Zn -1.135 0.098 -0.470 0.026 0.205 0.007
C -2.895 -0.199 2.305 0.014 0.016 -0.031
N -1.662 0.395 1.788 -0.007 -0.010 0.044
C -0.526 -0.013 2.620 -0.010 -0.010 0.007
C -1.772 1.863 1.795 0.001 0.015 0.003
C -0.675 2.513 0.981 -0.008 0.029 -0.005
C -0.121 3.726 1.371 -0.009 -0.005 0.030
C 0.838 4.336 0.574 0.008 -0.012 -0.026
C 1.237 3.727 -0.608 -0.012 -0.004 0.006
C 0.680 2.507 -0.980 -0.013 0.044 0.041
C -0.281 1.873 -0.194 0.011 -0.066 -0.134
H -3.123 0.180 3.310 -0.007 -0.011 0.002
H -2.789 -1.280 2.358 0.009 -0.032 -0.014
H -3.726 0.044 1.642 0.002 -0.004 -0.002
H -0.673 0.305 3.660 0.000 0.010 -0.002
H 0.386 0.449 2.242 -0.002 -0.015 -0.008
H -0.425 -1.096 2.589 0.017 -0.004 -0.010
H -1.771 2.236 2.830 -0.009 -0.008 0.002
H -2.743 2.118 1.361 -0.001 -0.006 -0.005
H -0.436 4.197 2.297 0.003 0.004 -0.002
H 1.272 5.282 0.874 0.001 0.000 0.003
H 1.981 4.202 -1.237 0.002 0.006 0.003
H 1.006 2.045 -1.907 -0.011 0.004 0.001
O 0.136 -0.805 -1.839 0.020 -0.199 0.054
C 1.298 -1.214 -1.657 0.005 0.049 -0.106
C 2.369 -0.921 -2.679 0.054 0.091 0.052
C 3.510 -0.012 -2.136 0.003 -0.014 0.026
C 3.456 0.274 -0.632 0.015 -0.056 -0.013
C 3.771 -0.948 0.234 -0.012 0.003 -0.019
C 3.034 -2.200 -0.246 -0.007 0.009 -0.019
N 1.649 -1.914 -0.580 0.038 0.048 -0.002
H 1.865 -0.448 -3.517 0.003 -0.009 -0.011
H 2.775 -1.871 -3.034 -0.016 -0.011 0.011
H 3.471 0.939 -2.667 -0.009 0.005 -0.001
H 4.474 -0.464 -2.380 0.006 0.017 -0.021
H 2.470 0.670 -0.375 0.038 -0.020 0.015
H 4.164 1.070 -0.396 0.002 0.007 -0.001
H 3.502 -0.735 1.271 0.008 0.000 0.001
H 4.844 -1.156 0.217 0.001 -0.006 0.007
H 3.040 -2.978 0.516 -0.004 0.001 0.004
H 3.534 -2.616 -1.123 0.000 -0.018 0.004
H 0.899 -2.170 0.059 0.007 -0.007 0.005
N -4.832 -1.370 -1.700 -0.017 -0.023 0.017
C -3.612 -1.427 -1.129 0.009 -0.055 -0.026
O -2.866 -0.413 -1.242 -0.079 0.056 0.066
C -3.238 -2.610 -0.434 -0.021 0.069 -0.039
C -1.966 -2.630 0.150 0.080 0.019 -0.042
N -0.903 -2.543 0.603 -0.220 -0.066 0.050
C -4.120 -3.709 -0.333 0.163 -0.094 0.198
N -4.852 -4.596 -0.238 -0.077 0.052 -0.106
H -5.073 -0.549 -2.225 0.012 0.002 -0.008
H -5.450 -2.162 -1.688 -0.007 0.005 -0.008
```
Forces are in eV/Å.

=====

(6)
Molecular formula: C6H10
Method: DFT, wB97M-V/def2-TZVPD

The max |F| comes out at 1.0 eV/Å. The calculation puts the HOMO-LUMO gap at 10.727 eV. The value obtained for the HOMO energy is -0.3504 Ha. The structure (SMILES) is C[C@H]1[C@H]2CC[C@@H]12. Its multiplicity is 1.

```
16
Properties=species:S:1:pos:R:3:forces:R:3
C 1.564 -0.282 0.878 0.062 0.116 -0.007
C 0.564 -0.959 -0.022 0.135 -0.033 0.031
C -0.925 -0.761 0.100 0.108 -0.346 0.461
C -1.311 0.695 0.361 0.028 0.049 0.125
C -0.441 1.122 -0.859 0.091 0.086 -0.048
C -0.174 -0.354 -1.168 0.176 -0.017 -0.248
H 1.912 -0.987 1.641 -0.016 0.119 -0.134
H 1.102 0.556 1.410 0.205 -0.018 -0.110
H 2.432 0.081 0.319 -0.010 0.023 0.137
H 0.781 -2.010 -0.223 -0.015 0.190 0.139
H -1.396 -1.668 0.458 -0.781 0.188 -0.563
H -2.364 0.925 0.159 0.176 -0.309 0.098
H -1.062 1.093 1.353 0.034 0.051 -0.222
H 0.462 1.687 -0.599 -0.154 -0.041 -0.156
H -0.981 1.659 -1.647 0.017 -0.130 0.279
H -0.163 -0.797 -2.162 -0.057 0.070 0.218
```
Forces are in eV/Å.